1.
{"formula": "C6H15NO", "method": "the ωB97M-V functional and the def2-TZVPD basis", "elements": ["C", "C", "C", "C", "C", "N", "C", "O", "H", "H", "H", "H", "H", "H", "H", "H", "H", "H", "H", "H", "H", "H", "H"], "positions_angstrom": [[-1.874, -0.327, 1.624], [-0.851, -1.167, 0.843], [0.333, -1.588, 1.765], [-0.364, -0.424, -0.411], [0.600, -1.327, -1.213], [0.263, 0.833, 0.006], [0.267, 1.943, -0.881], [1.477, 2.107, -1.644], [-2.022, 0.642, 1.147], [-2.839, -0.813, 1.745], [-1.538, -0.139, 2.647], [-1.242, -2.130, 0.521], [0.742, -2.567, 1.502], [-0.091, -1.802, 2.745], [1.114, -0.845, 1.910], [-1.163, -0.141, -1.096], [1.237, -0.787, -1.907], [1.325, -1.816, -0.556], [0.032, -2.087, -1.751], [1.162, 0.684, 0.455], [-0.605, 1.901, -1.540], [0.221, 2.883, -0.336], [1.763, 1.237, -1.937]], "nbo_charge": [-0.612, -0.226, -0.615, -0.033, -0.627, -0.664, 0.098, -0.737, 0.218, 0.209, 0.207, 0.202, 0.208, 0.213, 0.200, 0.196, 0.193, 0.209, 0.213, 0.369, 0.153, 0.166, 0.458], "homo_lumo_gap_ev": 9.83, "charge": 0, "relative_energy_kj_mol": 130.7, "multiplicity": 1, "smiles": "CC(C)[C@H](C)NCO", "e_tot_ev": -10002.4028}


2.
{"formula": "C6H15NO", "method": "the ωB97M-V functional and the def2-TZVPD basis", "elements": ["C", "C", "C", "C", "C", "C", "N", "O", "H", "H", "H", "H", "H", "H", "H", "H", "H", "H", "H", "H", "H", "H", "H"], "positions_angstrom": [[-2.200, -0.239, 0.341], [-0.223, -0.484, 0.756], [-0.088, 0.197, -0.472], [2.615, -0.979, -0.355], [2.399, 1.225, 0.643], [-2.848, -0.317, -1.026], [1.752, 0.124, -0.021], [-2.627, 0.852, 1.122], [-2.899, 1.582, 0.549], [-2.450, -1.132, 0.913], [-0.177, 0.070, 1.684], [-0.091, -1.559, 0.776], [-0.272, 1.264, -0.501], [-0.115, -0.375, -1.391], [1.679, 2.022, 0.861], [3.118, -1.404, 0.529], [2.041, -1.783, -0.830], [3.405, -0.676, -1.063], [2.863, 0.936, 1.599], [3.186, 1.679, 0.018], [-3.936, -0.417, -0.934], [-2.665, 0.589, -1.612], [-2.467, -1.174, -1.587]], "nbo_charge": [0.059, -0.294, -0.160, -0.409, -0.412, -0.667, -0.565, -0.725, 0.464, 0.167, 0.229, 0.212, 0.213, 0.215, 0.186, 0.172, 0.184, 0.159, 0.171, 0.160, 0.222, 0.196, 0.223], "homo_lumo_gap_ev": 7.40, "charge": 0, "relative_energy_kj_mol": 592.9, "multiplicity": 1, "e_tot_ev": -9997.6126}


3.
{"formula": "C6H15NO", "method": "the ωB97M-V functional and the def2-TZVPD basis", "elements": ["C", "C", "C", "N", "C", "C", "C", "O", "H", "H", "H", "H", "H", "H", "H", "H", "H", "H", "H", "H", "H", "H", "H"], "positions_angstrom": [[-1.634, -2.519, -0.197], [-0.136, -2.495, -0.510], [0.372, -1.097, -0.819], [0.041, -0.163, 0.249], [0.638, 1.176, 0.100], [-0.212, 2.075, -0.774], [0.857, 1.746, 1.483], [1.608, 2.951, 1.363], [-2.216, -2.049, -0.992], [-1.852, -2.044, 0.766], [-2.003, -3.549, -0.110], [0.393, -2.871, 0.365], [0.034, -3.171, -1.354], [1.461, -1.097, -0.924], [-0.049, -0.800, -1.788], [-0.965, -0.091, 0.331], [1.616, 1.017, -0.357], [0.236, 3.031, -1.017], [-0.443, 1.587, -1.722], [-1.159, 2.303, -0.282], [1.353, 0.988, 2.086], [-0.105, 1.983, 1.966], [2.166, 3.089, 2.134]], "nbo_charge": [-0.616, -0.399, -0.207, -0.635, -0.069, -0.628, -0.057, -0.737, 0.198, 0.204, 0.213, 0.202, 0.202, 0.191, 0.154, 0.354, 0.193, 0.227, 0.207, 0.198, 0.177, 0.153, 0.474], "homo_lumo_gap_ev": 9.74, "charge": 0, "relative_energy_kj_mol": 113.3, "multiplicity": 1, "smiles": "CCCN[C@@H](C)CO", "e_tot_ev": -10002.5831}


4.
{"formula": "C6H15NO", "method": "the ωB97M-V functional and the def2-TZVPD basis", "elements": ["C", "C", "C", "C", "C", "C", "N", "H", "H", "H", "H", "H", "H", "H", "H", "H", "H", "H", "H", "H", "O", "H", "H"], "positions_angstrom": [[-2.579, -0.175, -1.342], [-1.761, -1.218, -1.287], [-0.311, -1.121, -0.847], [-0.258, -1.321, 0.677], [-0.306, -0.027, 1.489], [0.834, 0.973, 1.232], [2.167, 0.434, 0.969], [-3.618, -0.360, -1.597], [-2.280, 0.855, -1.201], [-2.141, -2.233, -1.314], [0.247, -1.909, -1.351], [0.097, -0.150, -1.107], [0.640, -1.859, 0.969], [-1.025, -1.978, 1.088], [-1.233, 0.467, 1.242], [-0.313, -0.311, 2.542], [0.496, 1.562, 0.372], [0.912, 1.670, 2.067], [2.655, 0.261, 1.841], [2.103, -0.473, 0.519], [1.601, 2.378, -1.910], [1.546, 1.896, -1.077], [2.524, 2.639, -1.976]], "nbo_charge": [-0.411, -0.157, -0.458, -0.395, -0.413, -0.219, -0.846, 0.198, 0.196, 0.194, 0.214, 0.210, 0.190, 0.216, 0.208, 0.200, 0.160, 0.202, 0.359, 0.355, -0.944, 0.472, 0.470], "homo_lumo_gap_ev": 10.49, "charge": 0, "relative_energy_kj_mol": 171.1, "multiplicity": 1, "smiles": "C=CCCCCN.O", "e_tot_ev": -10001.9838}


5.
{"formula": "C6H15NO", "method": "the ωB97M-V functional and the def2-TZVPD basis", "elements": ["C", "C", "C", "C", "C", "C", "N", "O", "H", "H", "H", "H", "H", "H", "H", "H", "H", "H", "H", "H", "H", "H", "H"], "positions_angstrom": [[-0.036, -0.506, -1.529], [-0.248, 0.571, 0.923], [0.801, 0.607, -0.011], [-1.156, -1.483, -1.269], [0.750, 2.007, 2.075], [-0.452, -0.618, 1.819], [1.117, -1.168, -2.023], [-0.431, 0.482, -2.465], [-1.191, 0.956, -2.102], [-1.162, 1.091, 0.643], [0.896, -1.784, -2.807], [1.799, -0.493, -2.353], [0.946, 1.527, -0.569], [1.698, 0.051, 0.245], [-2.054, -0.983, -0.897], [-0.851, -2.261, -0.567], [-1.454, -1.992, -2.201], [0.428, -1.264, 1.839], [-0.018, 2.779, 2.094], [0.902, 1.557, 3.055], [1.705, 2.409, 1.741], [-0.661, -0.291, 2.841], [-1.330, -1.195, 1.519]], "nbo_charge": [0.411, -0.114, -0.385, -0.675, -0.656, -0.650, -0.861, -0.752, 0.462, 0.197, 0.349, 0.367, 0.215, 0.212, 0.207, 0.227, 0.217, 0.216, 0.192, 0.188, 0.195, 0.223, 0.216], "homo_lumo_gap_ev": 8.12, "charge": 0, "relative_energy_kj_mol": 430.1, "multiplicity": 1, "e_tot_ev": -9999.2996}


6.
{"formula": "C6H15NO", "method": "the ωB97M-V functional and the def2-TZVPD basis", "elements": ["C", "N", "C", "C", "C", "C", "C", "O", "H", "H", "H", "H", "H", "H", "H", "H", "H", "H", "H", "H", "H", "H", "H"], "positions_angstrom": [[-2.372, -0.334, 1.072], [-1.523, -1.244, 1.853], [-0.313, -1.645, 1.162], [0.804, -0.617, 1.040], [0.573, 0.715, 0.332], [0.440, 0.579, -1.207], [1.448, 1.443, -1.928], [1.565, 1.144, -3.312], [-1.865, 0.005, 0.169], [-3.285, -0.844, 0.784], [-2.711, 0.551, 1.612], [-1.220, -0.810, 2.718], [-0.528, -1.988, 0.155], [0.033, -2.574, 1.610], [1.185, -0.362, 2.027], [1.651, -1.114, 0.563], [1.485, 1.286, 0.528], [-0.221, 1.331, 0.738], [0.536, -0.479, -1.474], [-0.546, 0.862, -1.542], [2.435, 1.373, -1.452], [1.126, 2.482, -1.937], [1.303, 0.240, -3.512]], "nbo_charge": [-0.420, -0.627, -0.224, -0.412, -0.404, -0.438, -0.049, -0.726, 0.179, 0.189, 0.194, 0.349, 0.181, 0.201, 0.196, 0.202, 0.205, 0.209, 0.191, 0.207, 0.154, 0.177, 0.465], "homo_lumo_gap_ev": 9.74, "charge": 0, "relative_energy_kj_mol": 172.5, "multiplicity": 1, "smiles": "CNCCCCCO", "e_tot_ev": -10001.9691}


7.
{"formula": "C6H15NO2", "method": "the ωB97M-V functional and the def2-TZVPD basis", "elements": ["C", "C", "C", "O", "N", "H", "H", "H", "H", "H", "H", "H", "C", "C", "C", "O", "H", "H", "H", "H", "H", "H", "H", "H"], "positions_angstrom": [[0.174, 0.655, 2.245], [-0.743, 0.906, 1.322], [-1.024, 2.250, 0.728], [-1.559, -0.082, 0.772], [-2.274, -0.901, 1.676], [0.786, 1.442, 2.644], [0.349, -0.337, 2.630], [-2.063, 2.533, 0.908], [-0.366, 3.004, 1.146], [-0.883, 2.208, -0.346], [-2.870, -0.309, 2.249], [-1.615, -1.389, 2.285], [2.391, -0.952, -1.640], [0.997, -0.701, -1.080], [-0.041, -0.541, -2.187], [0.669, -1.775, -0.226], [3.105, -1.029, -0.833], [2.684, -0.150, -2.303], [2.395, -1.900, -2.185], [1.028, 0.232, -0.486], [-1.027, -0.381, -1.753], [-0.069, -1.439, -2.800], [0.208, 0.308, -2.821], [-0.250, -1.652, 0.053]], "nbo_charge": [-0.483, 0.309, -0.665, -0.427, -0.498, 0.213, 0.207, 0.223, 0.222, 0.228, 0.340, 0.337, -0.616, 0.103, -0.638, -0.733, 0.213, 0.205, 0.208, 0.148, 0.215, 0.208, 0.205, 0.476], "homo_lumo_gap_ev": 10.30, "charge": 0, "relative_energy_kj_mol": 331.4, "multiplicity": 1, "smiles": "C=C(C)ON.CC(C)O", "e_tot_ev": -12047.9761}


8.
{"formula": "C6H15NO2", "method": "the ωB97M-V functional and the def2-TZVPD basis", "elements": ["C", "C", "C", "C", "C", "C", "N", "O", "O", "H", "H", "H", "H", "H", "H", "H", "H", "H", "H", "H", "H", "H", "H", "H"], "positions_angstrom": [[0.389, 0.532, 0.929], [-0.082, 0.538, -0.395], [-1.353, -0.752, 1.416], [1.896, 1.048, -0.965], [-2.703, -0.716, 0.761], [2.494, -0.244, -1.451], [-0.964, 1.514, -0.848], [1.302, -0.325, 1.446], [-0.700, -2.032, 1.259], [0.926, -1.235, 1.361], [-0.958, -2.409, 0.408], [0.303, 1.459, 1.492], [-0.169, -0.407, -0.922], [-1.396, -0.564, 2.489], [-0.772, 1.891, -1.767], [-1.137, 2.297, -0.230], [2.492, 1.557, -0.210], [1.652, 1.753, -1.760], [-2.639, -0.890, -0.321], [-3.164, 0.263, 0.906], [-3.388, -1.485, 1.153], [3.504, -0.116, -1.862], [1.889, -0.695, -2.245], [2.577, -0.982, -0.646]], "nbo_charge": [0.199, 0.009, -0.012, -0.450, -0.677, -0.647, -0.836, -0.714, -0.755, 0.508, 0.473, 0.186, 0.185, 0.167, 0.382, 0.370, 0.192, 0.171, 0.199, 0.228, 0.209, 0.207, 0.193, 0.212], "homo_lumo_gap_ev": 7.39, "charge": 0, "relative_energy_kj_mol": 550.0, "multiplicity": 1, "e_tot_ev": -12045.7114}